The following is a quantum chemistry calculation of a molecular structure, C29H31N3O3, from the OMol25 dataset.

Results
gap between HOMO and LUMO = 6.0 eV

CARTESIAN COORDINATES (ANGSTROEM)
O 0.254 -4.045 2.481
C -0.951 -3.742 2.613
O -1.797 -3.833 3.524
C -1.545 -3.017 1.365
C -3.015 -3.371 1.050
C -3.755 -2.109 1.304
C -2.855 -1.098 1.682
C -3.287 0.211 1.877
C -4.656 0.482 1.790
C -5.561 -0.529 1.430
C -5.113 -1.832 1.181
N -1.564 -1.622 1.762
C -0.441 -0.989 2.151
C -0.432 0.275 2.774
C 0.489 1.253 2.526
C 0.282 2.602 2.942
C 0.827 3.709 2.226
C 0.635 5.017 2.656
C -0.154 5.290 3.783
C -0.740 4.226 4.485
C -0.526 2.913 4.084
H -0.889 -3.186 0.502
H -3.082 -3.682 0.000
H -3.375 -4.198 1.671
H -2.573 1.002 2.079
H -5.014 1.490 1.996
H -6.621 -0.291 1.336
H -5.792 -2.635 0.893
H 0.487 -1.553 1.995
H -1.251 0.449 3.484
H 1.496 0.943 2.002
H 1.378 3.514 1.303
H 1.101 5.837 2.105
H -0.313 6.318 4.108
H -1.363 4.428 5.357
H -0.959 2.091 4.658
C 2.491 -3.425 -0.115
C 1.846 -2.159 -0.633
N 2.558 -0.903 -0.329
C 3.073 -0.120 -1.471
C 2.042 0.739 -2.184
C 2.766 -0.536 0.987
C 2.508 0.897 1.334
N 3.612 1.450 2.106
C 3.942 0.882 3.304
C 4.862 1.495 4.137
C 5.439 2.712 3.773
C 5.065 3.284 2.556
C 4.168 2.638 1.728
O 3.045 -1.358 1.873
H 1.716 -4.181 0.044
H 3.210 -3.803 -0.849
H 2.991 -3.233 0.836
H 1.757 -2.187 -1.724
H 0.827 -2.083 -0.217
H 3.912 0.495 -1.113
H 3.478 -0.859 -2.179
H 2.427 0.991 -3.177
H 1.092 0.207 -2.307
H 1.860 1.677 -1.650
H 2.356 1.485 0.427
H 3.476 -0.073 3.518
H 5.098 0.994 5.072
H 6.157 3.205 4.425
H 5.455 4.245 2.229
H 3.848 3.019 0.760

=====

The following is a quantum chemistry calculation of C4H2 in the gas phase, from the OMol25 dataset.

Results
gap between HOMO and LUMO (spin up / spin down) = 9.5 / 6.8 eV

CARTESIAN COORDINATES (ANGSTROEM)
C -2.263 -0.064 0.145
C -1.065 -0.029 -0.063
C 1.289 -0.326 0.140
C 0.324 0.406 -0.057
H 1.481 -1.325 0.339
H 0.234 1.337 -0.504

=====

The following is a quantum chemistry calculation of 12 unconnected molecules or ions with the total composition H24O12, from the OMol25 dataset.

Results
SMILES = O.O.O.O.O.O.O.O.O.O.O.O
gap between HOMO and LUMO = 10.1 eV

CARTESIAN COORDINATES (ANGSTROEM)
O 0.781 2.173 -2.219
H 1.162 2.378 -1.351
H 1.006 1.307 -2.467
O -2.154 -0.048 1.742
H -2.848 -0.524 2.270
H -2.234 0.958 1.817
O 2.375 0.052 2.688
H 2.053 -0.815 3.033
H 1.528 0.384 2.705
O -2.787 -4.115 0.046
H -3.199 -3.331 -0.277
H -1.779 -3.766 -0.077
O -3.046 2.177 -3.262
H -2.661 1.258 -3.126
H -2.269 2.735 -2.945
O 1.498 -1.651 -1.386
H 1.457 -0.958 -1.988
H 1.963 -2.239 -1.974
O 0.894 2.940 1.376
H 0.048 2.647 1.680
H 1.248 3.711 1.509
O 4.048 -1.475 -0.895
H 3.625 -0.651 -0.725
H 3.558 -2.118 -0.586
O -3.885 -1.366 -1.875
H -3.385 -1.171 -1.091
H -3.679 -2.206 -2.283
O 3.392 0.861 0.067
H 3.021 0.359 0.818
H 2.613 1.299 -0.200
O -1.637 2.372 1.051
H -1.061 2.114 0.266
H -2.479 2.868 0.662
O 0.691 -2.009 2.651
H 1.187 -1.713 1.960
H -0.227 -1.806 2.487

=====

Listing relative energy (zero: lowest compared OMol25 entry of this formula, charge and spin) for the structures above in their given order: 7.106, 5.056, 4.686 eV.
Listing F_max for the structures above in their given order: 7.97, 6.12, 8.37 eV/Å.